1.
130
Properties=species:S:1:pos:R:3:forces:R:3:lowdin_charge:R:1 method="wB97M-V/def2-TZVPD" charge=+1 homo_lumo_gap_ev=7.9997 multiplicity=1 homo_ev=-11.0
C 2.076 -2.923 3.761 -0.2 0.2 -0.2 -0.09
C 1.614 -1.558 3.236 0.1 -0.1 -0.1 -0.24
C 2.360 -1.112 1.960 0.0 -0.3 0.2 -0.17
C 1.346 -0.714 0.875 0.1 0.4 0.0 -0.29
C 0.539 0.493 1.392 0.0 0.0 0.0 -0.03
C 1.906 -0.645 -0.600 -0.1 -0.1 -0.2 -0.28
C 2.809 -1.876 -0.827 -0.1 0.0 0.1 -0.16
O 4.135 -1.530 -0.463 0.0 0.0 0.1 -0.19
O 4.768 -2.726 0.002 0.0 0.1 0.0 0.01
C 2.608 0.698 -0.919 0.1 0.0 0.1 -0.94
Cl 3.653 0.680 -2.378 0.0 -0.1 -0.1 0.83
Cl 3.535 1.460 0.375 0.1 0.0 0.0 0.84
C 1.487 1.602 -1.345 -0.2 0.2 0.0 -0.28
C 1.650 3.079 -1.401 0.1 0.1 -0.1 -0.11
C 1.103 3.794 -0.129 0.1 0.1 0.0 -0.26
C -0.175 4.592 -0.399 0.2 0.0 -0.1 -0.65
I -1.449 4.650 1.293 -0.1 -0.1 0.2 0.83
N 0.439 0.922 -1.652 0.0 -0.1 0.1 0.07
C -0.791 1.643 -2.048 -0.1 0.2 0.0 -0.06
C -1.935 0.867 -2.682 0.1 0.0 0.2 -0.04
C -3.040 1.849 -3.068 -0.1 -0.3 0.0 -0.44
F -2.973 3.008 -2.376 0.0 0.3 0.3 0.13
F -2.914 2.176 -4.365 0.1 0.1 -0.5 0.15
C -4.465 1.266 -2.881 0.2 0.0 0.3 -0.37
F -5.327 1.974 -3.596 -0.3 0.3 -0.2 0.19
F -4.449 0.008 -3.364 0.1 -0.3 -0.1 0.16
C -4.937 1.270 -1.382 0.0 -0.2 -0.1 -0.34
F -3.849 1.248 -0.578 0.2 0.0 0.1 0.14
F -5.613 2.392 -1.162 -0.2 0.3 0.0 0.19
C -5.815 0.049 -1.003 0.1 0.2 0.1 -0.34
F -6.769 -0.079 -1.932 -0.3 0.0 -0.2 0.18
F -5.035 -1.038 -1.044 0.2 -0.3 0.0 0.16
C -6.462 0.132 0.434 -0.2 0.0 -0.2 -0.35
F -5.917 1.137 1.129 0.1 0.2 0.1 0.17
F -6.200 -1.009 1.075 0.0 -0.3 0.2 0.17
C -8.005 0.324 0.436 -0.2 0.1 -0.1 -0.53
F -8.607 -0.770 -0.046 0.2 0.4 0.2 0.18
F -8.344 1.385 -0.307 0.1 -0.3 0.3 0.18
F -8.409 0.530 1.694 0.1 -0.1 -0.4 0.19
C 0.701 -0.588 -1.645 0.2 -0.2 -0.2 -0.26
C 1.030 -0.907 -3.138 -0.1 0.1 -0.1 -0.01
C -0.517 -1.436 -1.244 -0.2 0.2 0.4 -0.11
C -0.308 -2.938 -0.968 0.0 0.0 -0.1 -0.12
C 0.034 -3.803 -2.175 0.1 -0.1 0.1 -0.23
O -1.048 -3.783 -3.083 0.0 0.2 -0.1 -0.20
C -1.538 -5.057 -3.450 0.0 -0.1 -0.1 -0.09
H 3.150 -3.084 3.640 0.0 0.1 0.1 0.07
H 1.531 -3.672 3.182 0.4 -0.2 0.1 0.04
H 1.808 -3.054 4.810 0.0 0.0 0.0 0.08
H 0.560 -1.681 2.989 -0.1 0.2 0.2 0.07
H 1.664 -0.792 4.009 0.0 0.0 0.0 0.11
H 2.967 -1.962 1.641 0.0 0.1 -0.1 0.09
H 3.042 -0.293 2.182 0.0 -0.1 0.0 0.08
H 0.651 -1.546 0.853 0.0 -0.1 -0.1 0.11
H 1.192 1.260 1.813 0.0 0.0 -0.1 0.07
H -0.106 0.967 0.652 0.0 -0.1 0.1 0.06
H -0.117 0.168 2.201 0.1 0.0 0.0 0.10
H 2.481 -2.691 -0.183 -0.1 0.0 0.0 0.12
H 2.789 -2.241 -1.854 0.1 0.1 0.0 0.11
H 5.018 -2.454 0.897 0.0 0.0 0.0 0.11
H 2.717 3.273 -1.520 0.0 0.0 0.1 0.11
H 1.163 3.498 -2.284 0.0 -0.1 0.0 0.13
H 0.972 3.075 0.680 -0.1 0.0 -0.1 0.05
H 1.875 4.484 0.215 0.0 -0.1 0.0 0.12
H -0.778 4.185 -1.203 0.0 0.0 0.0 0.01
H 0.033 5.635 -0.618 0.0 0.0 0.0 0.01
H -1.164 2.127 -1.144 0.0 -0.1 0.0 0.12
H -0.480 2.437 -2.728 0.0 0.0 0.0 0.14
H -2.343 0.152 -1.979 0.0 0.0 0.0 0.10
H -1.638 0.347 -3.593 0.0 0.0 0.1 0.15
H 0.334 -1.649 -3.525 0.1 0.0 0.0 0.08
H 0.908 -0.010 -3.749 0.0 0.0 0.0 0.10
H 2.045 -1.244 -3.308 0.0 -0.1 0.0 0.06
H -1.243 -1.399 -2.052 0.1 0.0 0.0 0.10
H -1.004 -1.001 -0.366 0.0 0.0 0.0 0.13
H -1.278 -3.293 -0.607 0.1 0.0 0.1 0.14
H 0.400 -3.157 -0.170 0.1 0.1 0.0 0.10
H 0.253 -4.818 -1.823 -0.2 0.0 0.0 0.13
H 0.931 -3.458 -2.700 0.0 -0.1 0.1 0.11
H -2.328 -4.894 -4.182 0.0 0.0 0.0 0.09
H -1.954 -5.590 -2.587 0.0 0.0 0.0 0.09
H -0.754 -5.672 -3.905 0.0 0.0 0.0 0.09
C -1.072 -7.285 2.257 0.0 0.0 0.0 -0.01
C 0.190 -6.457 2.305 0.0 -0.1 0.0 -0.54
O 0.154 -5.232 2.365 -0.2 0.0 -0.1 0.00
N 1.373 -7.110 2.285 0.0 0.0 0.0 0.02
C 1.609 -8.540 2.223 0.0 0.0 0.0 -0.06
H -1.920 -6.607 2.281 0.0 0.0 0.0 0.07
H -1.117 -7.881 1.345 0.0 0.0 0.0 0.09
H -1.132 -7.962 3.110 0.0 0.0 0.0 0.09
H 2.176 -6.501 2.331 0.0 0.0 0.0 0.14
H 2.158 -8.881 3.101 0.0 0.0 0.0 0.09
H 2.185 -8.801 1.334 0.0 0.0 0.0 0.09
H 0.664 -9.072 2.185 0.0 0.0 0.0 0.07
C -2.256 -2.422 6.643 0.0 0.1 0.0 -0.01
C -1.482 -2.420 5.345 0.1 -0.1 0.0 -0.54
O -0.965 -1.400 4.910 -0.1 0.0 0.0 0.02
N -1.364 -3.601 4.683 0.0 0.1 0.0 0.02
C -1.898 -4.890 5.061 0.0 0.0 0.0 -0.08
H -2.246 -1.412 7.038 0.0 0.0 0.0 0.08
H -3.289 -2.734 6.485 0.0 0.0 0.0 0.08
H -1.803 -3.096 7.370 0.0 0.0 0.0 0.09
H -0.813 -3.566 3.836 0.0 -0.1 0.0 0.10
H -1.096 -5.616 5.206 0.0 0.0 0.0 0.08
H -2.574 -5.274 4.295 0.0 0.0 0.0 0.08
H -2.454 -4.807 5.990 0.0 0.0 0.0 0.07
C 6.760 2.173 -2.724 0.0 0.0 0.1 -0.03
C 6.554 3.615 -3.131 0.0 -0.1 0.0 -0.55
O 5.783 4.337 -2.517 -0.1 0.0 0.0 0.02
N 7.239 4.074 -4.208 0.0 0.1 0.0 0.01
C 8.183 3.358 -5.041 0.0 0.0 0.0 -0.07
H 6.146 1.999 -1.848 0.0 0.0 0.0 0.04
H 6.453 1.492 -3.520 0.0 0.0 0.0 0.07
H 7.799 1.957 -2.474 0.0 0.0 -0.1 0.09
H 7.051 5.041 -4.425 0.0 0.0 0.0 0.14
H 9.165 3.831 -5.015 0.0 0.0 0.0 0.09
H 7.845 3.328 -6.078 0.0 0.0 0.0 0.08
H 8.290 2.337 -4.689 0.0 0.0 0.0 0.07
C -0.385 8.777 1.623 0.0 0.0 0.0 -0.01
C -0.870 8.582 0.206 0.0 0.0 0.1 -0.54
O -0.445 7.674 -0.499 0.0 0.0 0.0 -0.02
N -1.800 9.443 -0.266 0.0 0.0 0.0 0.01
C -2.412 10.565 0.418 0.0 0.0 0.0 -0.07
H 0.347 8.005 1.835 0.0 0.0 0.0 0.08
H 0.079 9.756 1.748 0.0 0.0 0.0 0.09
H -1.208 8.693 2.333 0.0 0.0 0.0 0.09
H -2.080 9.257 -1.216 0.0 0.0 0.0 0.14
H -3.494 10.437 0.484 0.0 0.0 0.0 0.09
H -2.208 11.499 -0.105 0.0 0.0 0.0 0.09
H -2.018 10.646 1.426 0.0 0.0 0.0 0.07

---

2.
126
Properties=species:S:1:pos:R:3:forces:R:3:lowdin_charge:R:1 method="wB97M-V/def2-TZVPD" charge=+4 homo_lumo_gap_ev=4.9345 multiplicity=1 homo_ev=-16.3
Zr 0.641 -0.086 0.417 -0.4 0.5 0.4 1.46
S 3.737 3.008 6.887 -0.5 -0.5 -1.1 1.17
N 4.148 1.717 6.028 0.6 -0.8 0.0 -0.20
C 3.382 1.634 4.945 -0.3 1.2 0.9 -0.29
C 3.464 0.678 3.890 -0.3 -0.5 -0.7 -0.05
C 4.471 -0.293 3.829 -0.2 -0.1 -0.4 0.08
C 4.590 -1.040 2.679 -0.1 0.2 0.0 0.02
C 3.633 -0.896 1.675 0.2 0.0 -0.1 -0.15
N 2.579 -0.084 1.760 -0.1 0.2 0.3 -0.05
C 2.529 0.761 2.828 0.7 -0.1 0.7 -0.16
C 1.595 1.855 2.758 0.0 0.7 0.6 -0.16
N 0.822 1.947 1.638 0.2 -0.2 0.0 -0.02
C 0.098 3.055 1.498 -0.2 0.3 -0.3 -0.11
C 0.018 4.080 2.438 0.2 -0.2 0.2 0.03
C 0.752 3.977 3.596 -0.1 -0.2 -0.3 0.08
C 1.579 2.858 3.760 -0.4 -0.3 -0.8 -0.05
C 2.453 2.713 4.877 1.0 -0.5 1.0 -0.29
N 2.574 3.531 5.915 -0.7 0.7 -0.1 -0.20
H 5.155 -0.397 4.655 0.2 0.0 0.1 0.15
H 5.413 -1.725 2.548 0.0 -0.1 -0.1 0.14
H 3.754 -1.443 0.750 -0.1 0.0 0.1 0.08
H -0.469 3.146 0.587 0.1 0.0 0.2 0.05
H -0.616 4.933 2.253 0.0 0.1 -0.1 0.14
H 0.731 4.738 4.360 0.0 0.1 0.1 0.14
C -2.241 0.715 -2.516 0.0 -0.5 0.1 -0.26
N -3.340 0.342 -1.689 0.2 -0.3 0.0 -0.23
C -3.322 -0.983 -1.141 -0.1 0.3 0.2 -0.23
P -1.700 -1.496 -0.318 -0.5 -1.3 -1.0 1.00
C -2.356 -2.750 0.843 0.4 0.4 0.2 -0.38
C -1.988 -4.090 0.805 0.1 0.2 -0.1 -0.10
C -2.499 -4.982 1.732 0.0 0.0 0.0 -0.03
C -3.379 -4.547 2.707 0.0 0.0 0.0 -0.02
C -3.753 -3.211 2.754 0.0 0.0 0.1 -0.04
C -3.237 -2.312 1.838 0.0 0.1 -0.1 -0.13
C -1.034 -2.400 -1.769 0.1 0.2 0.2 -0.44
C -1.704 -3.492 -2.323 0.1 0.1 0.0 -0.09
C -1.268 -4.050 -3.513 0.0 0.0 0.1 -0.02
C -0.177 -3.507 -4.175 0.0 0.1 0.1 -0.02
C 0.480 -2.406 -3.642 0.2 0.2 0.0 -0.06
C 0.068 -1.856 -2.436 -0.4 -0.2 0.2 -0.21
C -4.645 0.823 -1.998 -0.5 0.2 -0.2 -0.25
C -5.052 1.007 -3.315 0.1 -0.1 0.2 -0.02
C -6.341 1.430 -3.584 -0.2 0.1 0.0 -0.05
C -7.225 1.688 -2.548 0.0 0.0 0.0 -0.05
C -6.819 1.503 -1.235 -0.1 0.0 -0.1 -0.05
C -5.539 1.065 -0.958 0.2 0.0 -0.1 -0.03
P -0.940 1.481 -1.337 -1.2 1.1 -0.4 1.05
C -2.218 2.398 -0.389 0.4 -0.2 0.2 -0.41
C -2.665 1.840 0.809 0.0 0.1 0.0 -0.16
C -3.653 2.468 1.547 0.1 -0.1 0.1 -0.07
C -4.189 3.669 1.099 0.1 0.1 0.0 -0.03
C -3.754 4.220 -0.096 -0.1 0.0 0.1 -0.02
C -2.782 3.582 -0.850 0.2 -0.2 0.0 -0.06
C -0.179 2.754 -2.409 0.4 -0.3 0.3 -0.39
C 0.069 4.069 -2.004 -0.1 -0.2 0.0 -0.12
C 0.556 4.995 -2.913 0.0 0.0 0.1 -0.04
C 0.808 4.621 -4.225 0.0 -0.1 0.0 -0.03
C 0.620 3.303 -4.618 0.0 0.1 -0.1 -0.04
C 0.142 2.371 -3.713 -0.1 -0.1 0.2 -0.10
H -2.542 1.527 -3.185 0.3 0.0 0.2 0.11
H -1.842 -0.117 -3.108 0.1 0.2 0.0 0.10
H -3.500 -1.746 -1.921 0.2 0.0 0.3 0.12
H -4.129 -1.072 -0.408 0.2 0.0 0.0 0.10
H -1.335 -4.443 0.029 0.1 -0.1 0.0 0.06
H -2.219 -6.022 1.678 0.0 -0.1 0.0 0.13
H -3.783 -5.246 3.420 -0.1 -0.1 0.1 0.13
H -4.457 -2.875 3.498 -0.1 0.0 0.1 0.12
H -3.560 -1.277 1.864 -0.1 0.1 0.0 0.10
H -2.569 -3.910 -1.828 -0.1 0.0 0.0 0.12
H -1.791 -4.897 -3.929 0.0 -0.1 0.0 0.13
H 0.150 -3.936 -5.108 0.1 0.0 -0.1 0.13
H 1.304 -1.967 -4.182 0.2 0.0 -0.1 0.12
H 0.578 -0.970 -2.018 -0.1 -0.2 -0.4 0.04
H -4.385 0.785 -4.135 0.1 0.0 -0.1 0.11
H -6.662 1.540 -4.606 0.0 0.1 -0.1 0.12
H -8.230 2.011 -2.762 -0.1 0.1 0.0 0.12
H -7.504 1.699 -0.426 -0.1 0.0 0.1 0.12
H -5.231 0.916 0.066 0.0 0.0 0.1 0.10
H -2.237 0.891 1.138 -0.2 0.2 0.0 0.04
H -4.010 2.028 2.467 0.0 0.0 0.1 0.12
H -4.946 4.172 1.679 -0.1 0.0 0.1 0.13
H -4.169 5.151 -0.448 -0.1 0.1 0.0 0.13
H -2.454 4.015 -1.784 -0.1 0.1 -0.1 0.12
H -0.147 4.393 -0.996 0.0 0.0 0.0 0.10
H 0.717 6.015 -2.594 0.0 0.1 0.0 0.13
H 1.143 5.356 -4.938 0.1 0.1 -0.1 0.13
H 0.821 3.005 -5.635 0.0 0.0 -0.1 0.12
H -0.015 1.347 -4.022 0.0 -0.1 -0.2 0.11
C 1.124 -4.647 -0.306 -0.7 0.1 -0.1 -0.19
P 1.531 -2.901 0.134 1.4 -0.9 0.4 0.93
C 2.890 -2.753 -1.119 -0.2 0.3 0.0 -0.23
C 2.313 -3.331 1.744 -0.4 0.2 -0.1 -0.43
C 3.484 -4.066 1.899 -0.1 0.0 -0.1 -0.09
C 3.897 -4.437 3.169 0.1 0.0 0.0 -0.04
C 3.163 -4.069 4.286 0.0 0.1 0.1 -0.03
C 1.983 -3.357 4.137 -0.1 0.0 0.1 -0.05
C 1.561 -3.002 2.870 -0.1 0.0 -0.3 -0.14
H 2.076 -5.148 -0.489 0.0 0.2 0.0 0.08
H 0.511 -4.708 -1.204 0.0 -0.1 -0.1 0.04
H 0.643 -5.150 0.529 -0.1 0.1 0.0 0.06
H 3.819 -3.199 -0.761 0.0 0.0 0.1 0.06
H 3.053 -1.715 -1.400 0.1 -0.1 0.0 -0.01
H 2.581 -3.303 -2.009 0.0 0.1 0.1 0.06
H 4.077 -4.369 1.048 0.1 -0.1 -0.1 0.11
H 4.793 -5.025 3.291 0.1 -0.1 0.0 0.13
H 3.497 -4.352 5.273 0.0 -0.1 0.1 0.13
H 1.383 -3.111 5.002 0.0 0.0 0.1 0.12
H 0.609 -2.500 2.710 0.0 -0.1 0.2 0.06
O 2.079 0.577 -0.901 -0.6 -0.5 0.0 -0.74
S 3.358 1.444 -0.631 1.0 0.5 -0.5 1.10
C 4.713 0.518 -1.460 0.1 0.0 0.1 -0.27
C 5.385 1.511 -2.392 -0.1 0.2 -0.2 -0.20
C 4.233 2.250 -3.060 0.1 -0.1 0.0 -0.20
C 3.358 2.737 -1.917 -0.1 0.0 -0.2 -0.27
H 4.239 -0.274 -2.038 -0.1 0.0 0.1 0.09
H 5.378 0.090 -0.714 -0.1 0.0 0.2 0.10
H 6.015 0.992 -3.113 0.0 -0.1 0.1 0.14
H 6.019 2.204 -1.837 0.0 0.0 0.0 0.13
H 3.669 1.579 -3.710 0.0 0.0 0.0 0.13
H 4.589 3.082 -3.664 -0.1 0.1 0.0 0.14
H 2.325 2.942 -2.185 -0.1 0.0 0.1 0.06
H 3.793 3.613 -1.439 0.0 0.1 0.2 0.12
N -0.577 -0.335 2.594 0.0 0.0 0.0 0.02
H 0.021 -0.628 3.375 -0.1 0.1 -0.3 0.07
H -1.359 -1.009 2.587 0.3 0.1 -0.1 0.03
H -0.997 0.547 2.909 0.2 -0.2 -0.2 0.07

---

3.
19
Properties=species:S:1:pos:R:3:forces:R:3:nbo_charge:R:1 method="wB97M-V/def2-TZVPD" charge=+2 homo_lumo_gap_ev="4.6046 / 4.6491" multiplicity=1 homo_ev="-15.7 / -15.7"
Tc -0.777 0.358 -2.315 -2.0 2.4 1.8 0.38
Se -5.038 3.083 -2.490 0.8 -1.2 -0.9 -0.07
Sb -3.963 1.457 -3.879 -0.8 0.0 -0.6 0.90
Se -1.213 2.253 -3.436 0.6 -1.1 0.3 0.26
Se -2.713 -0.085 -1.292 1.6 0.1 -0.6 0.34
Se -3.656 -0.107 -5.666 -0.3 1.3 1.4 -0.06
Se 0.802 1.180 -0.777 -0.2 -0.2 -0.4 0.57
C 1.089 0.122 0.775 -0.2 -0.3 0.1 -0.26
C 1.834 -1.053 0.666 -0.2 -0.1 -0.3 -0.20
C 2.197 -1.716 1.824 0.2 0.1 0.0 -0.18
C 1.855 -1.199 3.065 0.0 0.0 -0.1 -0.12
C 1.087 -0.046 3.160 0.1 0.1 0.0 -0.18
C 0.699 0.628 2.018 -0.1 0.3 -0.2 -0.20
H 2.129 -1.448 -0.297 0.0 0.0 0.0 0.24
H 2.786 -2.618 1.757 0.0 -0.1 0.0 0.25
H 2.207 -1.685 3.962 -0.1 -0.1 0.1 0.25
H 0.835 0.353 4.130 -0.1 0.0 0.0 0.25
H 0.135 1.547 2.097 0.0 0.0 0.0 0.24
F -0.296 -1.026 -3.301 0.7 -1.1 -0.8 -0.41